{"formula": "C9H14NO", "method": "ωB97M-V/def2-TZVPD", "symbols": ["C", "C", "C", "C", "C", "C", "C", "C", "C", "N", "O", "H", "H", "H", "H", "H", "H", "H", "H", "H", "H", "H", "H", "H", "H"], "coordinates": [[2.091654, -0.694482, 1.212395], [1.773360, 0.690068, 1.148720], [2.117186, -1.396666, 0.007939], [1.383056, 1.290455, -0.069755], [1.925525, -0.763926, -1.208164], [1.603865, 0.578492, -1.227577], [-1.434554, -1.580801, 0.033621], [-3.006607, 0.286517, -0.116551], [-0.241288, 1.601840, 0.203935], [-1.622687, -0.173418, -0.162362], [-0.851344, 0.563415, 0.667368], [2.379000, -1.247182, 2.087808], [1.686724, 1.326796, 2.031615], [2.072491, -2.520921, -0.010016], [1.672978, 2.379084, -0.195254], [2.245751, -1.148414, -2.118760], [-2.260674, -1.948958, -0.375106], [-0.493615, -2.033065, -0.528759], [-1.331984, -1.756228, 1.091926], [-2.984358, 1.377655, -0.298896], [-3.498996, -0.324570, -0.970807], [-3.512963, 0.135008, 0.870177], [-0.635186, 1.904343, -0.754300], [1.280070, 0.982613, -2.157642], [-0.357398, 2.472339, 0.838448]], "atomic_forces_ev_per_a": [[-0.196, 2.051, -0.419], [1.112, -2.043, 1.700], [-1.114, -1.534, 0.093], [-0.011, 2.821, 1.329], [0.635, 2.373, 0.473], [-0.640, -2.512, -1.731], [4.746, 1.160, 0.544], [-0.517, -0.634, -0.743], [0.366, 2.242, -2.125], [-0.433, 0.015, -2.708], [-0.452, -1.915, 3.945], [-0.278, 0.314, 0.540], [0.245, -0.469, -0.002], [0.811, 1.204, 0.268], [-0.157, -1.002, 0.327], [-0.205, -1.413, -1.453], [-3.313, -2.362, -1.397], [-1.798, 1.121, 1.072], [-0.123, -0.630, 0.491], [-0.359, -0.655, -0.290], [0.345, 1.495, 1.553], [0.340, -0.207, -0.664], [0.027, 0.044, -0.682], [0.313, 0.584, -0.721], [0.656, -0.047, 0.598]], "gap_ev": 6.80, "energy_ev": -13086.0286, "e_lumo_ha": -0.2077, "mol_weight_g_mol": 152.22, "charge": 1}

{"formula": "C2H3NO2S", "method": "ωB97M-V/def2-TZVPD", "symbols": ["C", "C", "N", "O", "O", "S", "H", "H", "H"], "coordinates": [[-1.261584, -0.607567, -0.118663], [1.565205, -0.094572, -0.074438], [-1.318459, 0.726894, 0.036612], [-1.121814, 1.575408, -0.816503], [-1.377487, 0.821183, 1.322061], [-1.715248, -2.113582, -0.041156], [1.710092, -0.006694, 0.917790], [1.832311, -1.014224, -0.540286], [1.686982, 0.713158, -0.685415]], "atomic_forces_ev_per_a": [[-0.064, -2.305, -0.054], [-0.289, -2.004, -1.795], [0.637, -0.224, 1.526], [-0.573, -0.221, 0.635], [-0.151, 0.935, -1.671], [0.401, 1.966, -0.396], [0.168, 0.321, 3.227], [-0.072, -0.721, -0.106], [-0.058, 2.252, -1.365]], "gap_ev": [7.19, 7.62], "energy_ev": -18534.6918, "e_lumo_ha": [-0.0772, -0.0470], "mol_weight_g_mol": 105.12, "charge": 0}

{"formula": "CH2BrPSi", "method": "ωB97M-V/def2-TZVPD", "symbols": ["Br", "C", "P", "Si", "H", "H"], "coordinates": [[-4.019001, 0.460692, 0.038002], [-2.369326, -0.488281, -0.024705], [-1.838669, -2.196502, -0.014789], [-0.489612, -0.380476, 0.028536], [-0.287712, 0.502482, -1.225792], [0.703404, -0.462037, 0.810129]], "atomic_forces_ev_per_a": [[0.803, -0.572, -0.011], [1.339, -2.302, 1.351], [-0.781, 3.136, -0.457], [-2.350, 0.157, -2.788], [0.562, -0.803, 0.797], [0.427, 0.384, 1.108]], "gap_ev": 8.11, "smiles": "BrC1=P[SiH2]1", "energy_ev": -88275.3408, "e_lumo_ha": -0.0220, "mol_weight_g_mol": 152.99, "charge": 0}

{"formula": "C4H10Si", "method": "ωB97M-V/def2-TZVPD", "symbols": ["C", "C", "C", "C", "Si", "H", "H", "H", "H", "H", "H", "H", "H", "H", "H"], "coordinates": [[-0.189967, -1.017958, 0.694436], [0.645735, -0.037376, 0.374943], [-2.659216, -0.653511, 0.027789], [2.161268, -0.033921, 0.709510], [0.376087, 1.199860, -1.040196], [-0.437680, -1.903597, 1.315348], [-2.802154, 0.336578, 0.531995], [-2.779420, -0.872185, -1.007678], [-2.926031, -1.255966, 0.775249], [2.679970, 0.139744, -0.306582], [2.342301, 0.900762, 1.231642], [2.366736, -1.051355, 1.100733], [1.386678, 2.172432, -0.713487], [-1.008135, 1.577486, -1.369955], [0.843829, 0.499007, -2.323748]], "atomic_forces_ev_per_a": [[-2.160, 1.086, -0.377], [-0.243, -1.258, -0.429], [2.722, 3.313, 0.262], [-0.958, -0.355, -2.224], [-0.180, -1.823, -0.628], [0.899, 0.879, -0.539], [0.351, -0.347, -1.568], [-0.115, 0.079, -0.340], [-1.127, -3.369, 2.171], [-0.410, -0.641, 1.498], [0.490, -0.467, 0.828], [0.654, 1.152, 0.295], [0.168, 1.010, -0.039], [0.005, 0.375, 0.348], [-0.097, 0.367, 0.742]], "gap_ev": [8.83, 8.42], "energy_ev": -12181.8274, "e_lumo_ha": [0.0178, 0.0177], "mol_weight_g_mol": 86.21, "charge": 0}

{"formula": "C3H6NO2S", "method": "ωB97M-V/def2-TZVPD", "symbols": ["C", "C", "C", "N", "O", "O", "S", "H", "H", "H", "H", "H", "H"], "coordinates": [[0.922304, 0.382753, -0.662599], [-0.267904, 0.984559, 0.130749], [-0.619075, -1.713344, 0.205229], [1.781088, -0.287714, 0.226361], [2.644061, -1.031918, -0.326403], [-2.298901, -0.147952, -1.089456], [-1.661095, -0.388551, 0.222598], [0.481870, -0.210606, -1.576124], [1.479006, 1.185096, -1.270039], [-0.015153, 1.258858, 1.071880], [-0.774235, 1.793613, -0.510609], [-0.546231, -2.489073, -0.681866], [-0.745161, -2.306739, 1.133690]], "atomic_forces_ev_per_a": [[-2.647, 1.419, -2.981], [-1.683, -0.654, -4.953], [0.234, -2.994, -0.187], [2.954, -2.963, -0.804], [-1.914, 1.853, 1.199], [-1.040, 0.090, -1.370], [2.082, 0.704, 0.754], [0.947, 0.499, 1.862], [-0.265, -0.689, 1.366], [0.806, 1.042, 2.887], [0.797, -0.853, 1.234], [-0.173, 2.167, 1.380], [-0.097, 0.380, -0.388]], "gap_ev": [6.23, 6.23], "energy_ev": -19624.1012, "e_lumo_ha": [0.1407, 0.1407], "mol_weight_g_mol": 120.15, "charge": -1}

{"formula": "CH2FNO2", "method": "ωB97M-V/def2-TZVPD", "symbols": ["C", "N", "O", "O", "F", "H", "H"], "coordinates": [[-2.222758, -0.534840, -0.207438], [1.419799, 0.452626, 0.071631], [-2.962004, 0.093522, 0.368829], [0.880254, -0.772202, 0.060104], [0.412110, 1.311071, -0.653528], [1.181791, 0.699260, 1.053856], [1.290809, -1.249439, -0.693457]], "atomic_forces_ev_per_a": [[-0.395, 0.174, 0.152], [-0.806, 1.104, 0.461], [0.325, -0.195, -0.187], [0.155, -1.524, -0.811], [0.830, -0.564, 0.760], [0.224, 0.567, -0.852], [-0.334, 0.437, 0.476]], "gap_ev": 11.85, "energy_ev": -9368.2414, "e_lumo_ha": 0.0331, "mol_weight_g_mol": 79.03, "charge": 0}

Number 5 is which compound? C3H6NO2S